Here is a molecular structure, C18H21N3O3S from the OMol25 dataset. Energies are from ωB97M-V with the def2-TZVPD basis set.

Summary:
Highest occupied orbital energy, hartree: -0.315
Net charge: 0
Relative energy (zero: lowest compared OMol25 entry of this formula, charge and spin), kcal per mole: 441.1
Max |F|, eV Å⁻¹: 19.1

```
46
C18H21N3O3S (ωB97M-V with the def2-TZVPD basis set)
C 1.175 -2.961 -1.513
C 1.379 -1.854 -0.566
C 1.806 -2.283 0.695
C 1.944 -1.289 1.823
C 1.790 0.241 1.560
C 1.506 0.459 0.393
C 1.175 -0.549 -0.542
C 1.064 0.164 -2.063
O 1.764 0.935 -2.612
N -0.253 -0.387 -2.546
C -0.668 -0.245 -3.697
N -1.842 -0.743 -3.793
C -2.812 -0.450 -4.972
C -2.236 0.120 -6.020
C -1.048 0.999 -5.867
C -0.406 0.628 -4.594
H 0.418 1.249 -4.535
H -0.806 1.493 -6.567
H -2.803 0.297 -7.015
H -3.622 -1.310 -4.963
H -0.684 -0.964 -1.910
H 1.619 1.348 0.226
S 2.211 1.130 2.898
O 2.592 2.280 2.403
O 3.156 0.731 3.841
N 0.645 1.540 3.463
C -0.429 2.472 2.830
C -1.137 1.516 1.928
C -2.053 0.512 3.032
C -1.045 -0.361 3.609
C 0.143 0.543 4.343
H 0.879 0.082 4.811
H -0.469 1.026 5.173
H -0.541 -0.829 2.910
H -1.519 -0.961 4.356
H -2.554 -0.156 2.282
H -2.492 1.282 3.608
H -0.860 0.774 1.272
H -1.962 2.211 1.546
H 0.447 2.889 2.270
H -0.955 2.910 3.495
H 2.242 -1.849 3.052
H 1.832 -3.293 1.192
H 1.746 -3.690 -1.213
H 1.566 -2.441 -2.400
H 0.099 -3.215 -1.625
```